C12H44B5CaO3 as an isolated structure in a non-equilibrium geometry, computed with ωB97M-V with the def2-TZVPD basis set.

```
65
Properties=species:S:1:pos:R:3:nbo_charge:R:1
Ca -0.628 0.627 0.354 1.791
B -1.937 1.512 2.513 -0.752
H -2.013 2.429 3.193 0.004
H -2.398 0.605 3.079 -0.096
H -2.511 1.658 1.567 -0.012
H -0.864 1.289 2.303 -0.087
B -2.194 2.926 -0.823 -0.663
H -1.426 2.097 -0.716 -0.165
H -2.440 2.913 -1.961 -0.087
H -3.160 2.748 -0.230 -0.026
H -1.767 3.959 -0.559 -0.022
B 1.634 1.070 1.652 -0.726
H 2.735 1.237 1.338 -0.065
H 1.446 1.259 2.766 0.002
H 0.982 1.731 1.031 -0.060
H 1.355 0.031 1.343 -0.112
B -2.527 -0.391 -1.098 -0.788
H -2.430 0.157 -2.102 -0.018
H -1.622 -0.965 -0.789 -0.104
H -2.636 0.374 -0.289 -0.007
H -3.537 -0.952 -1.099 -0.041
B -0.074 4.322 1.980 -0.748
H -0.856 4.250 2.819 -0.037
H 0.020 5.425 1.623 -0.097
H 0.947 4.028 2.441 -0.068
H -0.372 3.555 1.154 -0.038
C 1.940 -3.389 -1.826 -0.445
C 2.885 -2.177 -1.798 -0.422
C 2.342 -1.332 -0.669 -0.089
O 0.946 -1.543 -0.618 -0.526
C 0.712 -2.926 -1.018 -0.083
H 2.385 -4.267 -1.345 0.184
H 1.714 -3.843 -2.794 0.195
H 2.863 -1.640 -2.751 0.194
H 3.950 -2.399 -1.695 0.192
H 2.498 -0.267 -0.841 0.233
H 2.809 -1.525 0.303 0.182
H -0.240 -2.936 -1.547 0.213
H 0.581 -3.450 -0.068 0.172
C 1.393 1.090 -3.900 -0.431
C 2.252 1.968 -3.006 -0.420
C 1.306 2.401 -1.908 -0.083
O 0.590 1.169 -1.667 -0.578
C 0.365 0.518 -2.924 -0.088
H 2.095 0.356 -4.320 0.169
H 1.036 1.529 -4.836 0.189
H 2.620 2.819 -3.591 0.188
H 3.114 1.386 -2.680 0.189
H 0.530 3.116 -2.192 0.221
H 1.876 2.757 -1.052 0.239
H -0.682 0.714 -3.152 0.243
H 0.634 -0.536 -2.852 0.176
C -0.692 -3.319 3.312 -0.438
C -1.844 -3.622 2.301 -0.429
C -2.179 -2.274 1.685 -0.079
O -0.970 -1.551 1.763 -0.545
C -0.266 -1.881 2.939 -0.073
H 0.165 -3.990 3.223 0.181
H -0.996 -3.400 4.357 0.189
H -2.732 -4.109 2.712 0.186
H -1.527 -4.272 1.480 0.180
H -2.885 -1.757 2.346 0.186
H -2.584 -2.344 0.679 0.235
H -0.542 -1.132 3.686 0.215
H 0.809 -1.834 2.776 0.198
```

Values from the calculation:
Multiplicity: 1
E_HOMO: 2.1 eV
Energy: -1510.720468 Ha
Kohn-Sham gap: 3.83 eV
Relative energy (zero: lowest compared OMol25 entry of this formula, charge and spin): 0.373 eV
Charge: -3
F_max: 0.062 hartree/bohr

=====

C7H9NO4S as an isolated structure in a non-equilibrium geometry, computed with ωB97M-V with the def2-TZVPD basis set.

```
22
Properties=species:S:1:pos:R:3:nbo_charge:R:1
C -1.201 1.711 -2.119 -0.259
C -0.374 0.631 -2.267 0.015
C 1.266 -0.627 -0.873 0.641
C -1.874 2.068 -0.864 -0.686
C 1.120 -0.954 0.598 0.198
C -0.745 -0.347 0.028 -0.427
C 1.832 -2.448 2.332 -0.262
N -0.009 -0.188 -1.205 -0.492
O 2.209 -0.883 -1.559 -0.528
O 0.122 2.005 0.952 -0.967
O -2.014 1.274 1.707 -0.957
O 1.428 -2.154 0.984 -0.473
S -1.080 1.309 0.616 2.139
H -1.376 2.104 -3.070 0.227
H 0.139 0.493 -3.259 0.234
H -1.936 3.123 -0.601 0.266
H -2.931 1.600 -0.708 0.251
H 1.347 -0.134 1.362 0.229
H -1.826 -0.814 -0.056 0.240
H 1.236 -3.309 2.670 0.206
H 1.706 -1.626 3.055 0.200
H 2.961 -2.834 2.278 0.206
```

Values from the calculation:
Multiplicity: 1
E_HOMO: -8.9 eV
Energy: -1025.894351 Ha
Kohn-Sham gap: 9.38 eV
Relative energy (zero: lowest compared OMol25 entry of this formula, charge and spin): 3.172 eV
F_max: 0.071 hartree/bohr

=====

A 8-piece molecular cluster, C41H90NO13P overall in a non-equilibrium geometry, computed with ωB97M-V with the def2-TZVPD basis set.

```
146
Properties=species:S:1:pos:R:3:lowdin_charge:R:1
C 6.019 -2.017 0.878 -0.065
C 4.712 -1.306 1.195 -0.275
O 4.884 -0.127 2.017 -0.189
P 5.207 1.248 1.255 0.490
O 6.204 1.984 2.037 -0.259
C 3.707 2.276 1.166 -0.190
C 2.848 2.176 2.439 -0.116
C 1.495 1.436 2.292 -0.377
C 1.559 0.333 1.222 -0.066
C 0.740 -0.937 1.519 -0.066
C -0.625 -1.046 0.885 -0.419
O -1.560 -1.528 1.522 0.063
N -0.813 -0.593 -0.435 0.125
C -2.072 -0.960 -1.018 -0.271
C -3.191 -0.217 -0.823 -0.023
C -4.366 -0.559 -1.419 -0.073
C -4.415 -1.669 -2.206 -0.098
C -3.309 -2.436 -2.410 -0.084
C -2.148 -2.075 -1.799 -0.046
O 1.329 0.817 3.577 -0.122
C 0.005 0.767 4.081 -0.089
C 0.465 2.551 1.998 -0.301
C -0.844 2.134 1.330 -0.010
O 1.056 3.521 1.112 -0.171
C 0.661 4.830 1.432 -0.104
O 5.689 0.858 -0.219 -0.208
C 6.623 1.778 -0.815 -0.262
C 5.968 3.007 -1.407 -0.080
H 6.796 -1.740 1.584 0.087
H 6.342 -1.882 -0.148 0.069
H 5.863 -3.090 0.999 0.071
H 4.143 -1.074 0.294 0.103
H 4.083 -1.983 1.771 0.111
H 4.107 3.284 1.104 0.089
H 3.173 2.111 0.232 0.092
H 3.424 1.640 3.192 0.116
H 2.687 3.161 2.862 0.118
H 2.571 0.015 1.005 0.077
H 1.204 0.758 0.281 0.111
H 1.298 -1.784 1.108 0.128
H 0.604 -1.172 2.563 0.092
H -0.059 -0.892 -1.047 0.133
H -3.171 0.658 -0.186 0.119
H -5.243 0.053 -1.278 0.110
H -5.346 -1.953 -2.678 0.099
H -3.349 -3.322 -3.026 0.100
H -1.253 -2.672 -1.928 0.124
H -0.414 1.725 4.388 0.096
H 0.040 0.154 4.985 0.099
H -0.650 0.239 3.407 0.044
H 0.224 3.106 2.905 0.139
H -1.458 3.034 1.251 0.076
H -1.434 1.415 1.891 0.060
H -0.646 1.829 0.309 0.069
H -0.402 4.907 1.661 0.069
H 1.189 5.206 2.319 0.094
H 0.837 5.496 0.598 0.086
H 7.070 1.238 -1.648 0.117
H 7.442 2.048 -0.155 0.112
H 5.643 3.715 -0.655 0.059
H 5.190 2.713 -2.110 0.077
H 6.747 3.507 -1.974 0.068
C -0.168 -4.577 4.031 -0.056
C 1.284 -4.476 3.588 -0.493
C 2.198 -5.301 4.481 -0.063
O 1.696 -3.110 3.596 -0.061
H -0.285 -4.193 5.049 0.082
H -0.808 -3.976 3.383 0.073
H -0.519 -5.610 4.008 0.080
H 1.375 -4.819 2.556 0.138
H 2.154 -4.940 5.512 0.082
H 3.235 -5.213 4.152 0.078
H 1.918 -6.355 4.470 0.079
H 1.624 -2.782 4.499 0.093
C -3.979 -0.098 5.458 -0.057
C -4.049 0.564 4.090 -0.482
C -5.266 0.093 3.308 -0.057
O -2.861 0.280 3.353 -0.089
H -3.893 -1.183 5.355 0.083
H -3.098 0.245 6.004 0.076
H -4.866 0.124 6.053 0.079
H -4.087 1.648 4.210 0.139
H -5.220 -0.986 3.139 0.084
H -5.299 0.572 2.328 0.074
H -6.192 0.321 3.839 0.079
H -2.805 -0.677 3.231 0.075
C -3.301 6.441 -1.905 -0.063
C -1.991 5.735 -1.591 -0.488
C -2.095 4.236 -1.837 -0.060
O -1.618 5.976 -0.234 -0.068
H -4.102 6.066 -1.262 0.081
H -3.212 7.512 -1.719 0.079
H -3.594 6.291 -2.945 0.080
H -1.194 6.152 -2.208 0.139
H -2.859 3.793 -1.191 0.079
H -1.150 3.744 -1.602 0.074
H -2.353 4.022 -2.875 0.079
H -2.310 5.615 0.330 0.085
C -7.212 -3.823 -0.571 -0.061
C -7.734 -4.455 -1.852 -0.484
C -7.856 -5.965 -1.711 -0.065
O -6.859 -4.137 -2.934 -0.071
H -6.215 -4.204 -0.333 0.083
H -7.122 -2.741 -0.687 0.071
H -7.871 -4.030 0.274 0.078
H -8.707 -4.030 -2.102 0.135
H -6.884 -6.409 -1.507 0.059
H -8.224 -6.407 -2.639 0.081
H -8.540 -6.236 -0.904 0.078
H -5.990 -4.509 -2.731 0.045
C 0.065 0.121 -4.389 -0.052
C 1.452 0.321 -3.799 -0.501
C 2.314 1.207 -4.685 -0.059
O 2.087 -0.946 -3.613 -0.059
H 0.120 -0.370 -5.364 0.084
H -0.538 -0.519 -3.743 0.060
H -0.455 1.073 -4.512 0.082
H 1.366 0.771 -2.808 0.130
H 2.449 0.749 -5.669 0.082
H 3.305 1.336 -4.249 0.074
H 1.862 2.191 -4.820 0.081
H 2.173 -1.361 -4.477 0.084
C -3.398 -8.210 -2.972 -0.058
C -4.475 -7.343 -3.604 -0.477
C -3.988 -6.710 -4.898 -0.055
O -4.875 -6.321 -2.687 -0.081
H -2.518 -7.611 -2.725 0.082
H -3.760 -8.652 -2.042 0.081
H -3.094 -9.014 -3.643 0.081
H -5.362 -7.944 -3.802 0.143
H -3.124 -6.066 -4.709 0.080
H -4.768 -6.086 -5.336 0.083
H -3.699 -7.470 -5.626 0.081
H -4.100 -5.777 -2.497 0.086
C 9.145 7.203 -0.452 -0.063
C 7.967 6.584 -1.189 -0.493
C 6.756 7.506 -1.170 -0.062
O 7.629 5.328 -0.602 -0.071
H 8.892 7.376 0.597 0.082
H 10.003 6.529 -0.470 0.079
H 9.439 8.154 -0.900 0.079
H 8.251 6.375 -2.222 0.138
H 6.430 7.688 -0.142 0.082
H 5.919 7.048 -1.697 0.078
H 6.980 8.466 -1.637 0.079
H 7.375 5.488 0.314 0.097
```

Values from the calculation:
SMILES string: CCOP(=O)(CC[C@@](CCC(=O)Nc1ccccc1)(OC)[C@H](C)OC)OCC.CC(C)O.CC(C)O.CC(C)O.CC(C)O.CC(C)O.CC(C)O.CC(C)O
Multiplicity: 1
E_HOMO: -9.1 eV
Energy: -2990.454777 Ha
Kohn-Sham gap: 9.52 eV
F_max: 0.039 hartree/bohr

=====

One molecule with the formula C6H8N2 in a non-equilibrium geometry, computed with ωB97M-V with the def2-TZVPD basis set.

```
16
Properties=species:S:1:pos:R:3:nbo_charge:R:1
C 2.187 -1.034 -0.060 0.298
C 1.103 -0.163 -0.314 -0.349
C -0.234 -0.912 -0.421 -0.022
C -1.188 0.244 -0.785 -0.440
C -0.595 1.236 0.208 -0.417
C 0.328 0.294 0.871 -0.037
H 1.166 0.627 -0.952 0.238
H -0.464 -1.846 -0.780 0.214
H -1.087 0.755 -1.767 0.214
H -2.303 0.032 -0.743 0.222
H -1.341 1.684 0.978 0.211
H -0.091 2.006 -0.304 0.206
H 0.905 0.833 1.613 0.198
H -1.160 -0.978 1.474 0.355
N 3.056 -1.786 -0.055 -0.308
N -0.281 -0.992 1.036 -0.585
```

Values from the calculation:
Multiplicity: 1
E_HOMO: -10.0 eV
Energy: -342.836706 Ha
Kohn-Sham gap: 10.83 eV
Relative energy (zero: lowest compared OMol25 entry of this formula, charge and spin): 2.646 eV
F_max: 0.093 hartree/bohr

=====

CH3IO2S as an isolated structure in a non-equilibrium geometry, computed with ωB97M-V with the def2-TZVPD basis set.

```
8
Properties=species:S:1:pos:R:3:nbo_charge:R:1
C -1.442 -0.010 -0.092 -0.279
O -0.198 0.374 -0.537 -0.326
O 1.040 -0.689 0.000 -0.545
S 2.479 -0.502 -0.434 0.605
I 3.506 1.138 0.964 -0.024
H -1.764 -1.015 -0.545 0.167
H -2.104 0.824 -0.338 0.224
H -1.516 -0.121 0.983 0.178
```

Values from the calculation:
Multiplicity: 1
E_HOMO (spin up / spin down): -8.9 / -9.0 eV
Energy: -886.117364 Ha
Kohn-Sham gap (spin up / spin down): 8.02 / 7.86 eV
Relative energy (zero: lowest compared OMol25 entry of this formula, charge and spin): 3.040 eV
F_max: 0.051 hartree/bohr

=====

> What is the multiplicity in the fifth record?

1

=====

> Look up the energy of the fifth one.

-886.117364 Ha